No. 1
Entry from the Open Molecules 2025 dataset: an isolated molecule of C5H7NO (the ωB97M-V functional and the def2-TZVPD basis).

Last column: Löwdin charge in e.
Cartesian coordinates (Å):
1 C -1.89643 0.06230 0.08293  -0.006
2 C -0.39935 -0.00249 0.06871  -0.456
3 N 0.29320 -0.84146 1.03865  0.104
4 C 0.70435 0.78139 0.77462  -0.002
5 C 1.67542 0.53257 -0.40344  -0.112
6 C 0.47035 -0.01262 -1.16637  -0.369
7 O 0.16282 -0.01181 -2.33269  0.103
8 H -2.22779 0.86351 -0.58427  0.090
9 H -2.27040 0.26707 1.09191  0.083
10 H -2.32758 -0.88159 -0.27032  0.088
11 H 0.95338 -1.54898 0.73797  0.143
12 H 0.28875 -0.55482 2.00221  0.118
13 H 2.53369 -0.11222 -0.18894  0.104
14 H 2.03960 1.45917 -0.85097  0.112

Atoms 1-6, force components in eV/Å:
C 0.053 0.044 0.027
C -0.267 -0.101 -0.024
N 0.439 0.031 -0.273
C 0.125 0.187 -0.073
C 0.242 0.095 -0.090
C -0.202 -0.088 -0.703

E (Eh): -324.563627
Total charge: 0


No. 2
Entry from the Open Molecules 2025 dataset: the ion C31H29N2O2 with charge +1 (the ωB97M-V functional and the def2-TZVPD basis).

Last column: Löwdin charge in e.
Cartesian coordinates (Å):
1 C 3.81593 -2.76771 1.72630  0.019
2 C 2.79018 -1.66787 1.64386  -0.470
3 N 1.41841 -1.94142 1.41107  0.140
4 C 0.38967 -1.01789 1.38600  0.010
5 C 0.41542 -0.12416 2.53470  -0.135
6 C 0.95352 -0.44338 3.82315  0.088
7 C 1.07684 0.47004 4.90877  -0.135
8 C 0.69128 1.85200 4.73259  -0.122
9 C 0.87856 2.75969 5.85267  0.006
10 C 1.37118 2.30683 7.08790  -0.036
11 C 1.68592 0.93788 7.25534  -0.053
12 C 1.54448 0.06739 6.19051  -0.015
13 C 0.08221 2.15529 3.47961  0.007
14 C -0.05433 1.23112 2.44451  0.010
15 C -0.72578 -1.00268 0.19365  -0.034
16 O 3.16933 -0.51493 1.69261  0.103
17 H 3.42466 -3.63887 2.23683  0.080
18 H 4.19293 -3.10590 0.75834  0.100
19 H 4.68120 -2.38862 2.28834  0.105
20 H 1.26932 -2.97123 1.34069  0.186
21 H 1.31554 -1.44311 4.04762  0.128
22 H 0.62495 3.83918 5.75133  0.127
23 H 1.53311 3.00671 7.92383  0.123
24 H 2.05000 0.59185 8.22187  0.116
25 H 1.77266 -0.98690 6.31731  0.118
26 H -0.27190 3.18262 3.34325  0.126
27 H -0.49859 1.55508 1.50752  0.114
28 H -1.38897 -0.20754 0.57098  0.117
29 H -1.33837 -1.95770 0.34270  0.125
30 C 2.94054 4.42938 -3.26500  -0.061
31 O 3.27253 3.12383 -2.77243  -0.093
32 C 2.27683 2.26714 -2.40948  -0.263
33 C 0.92391 2.62895 -2.30754  -0.002
34 C 0.01084 1.63258 -2.01860  -0.062
35 C 0.38115 0.31162 -1.77741  -0.189
36 C -0.59843 -0.76974 -1.28363  -0.214
37 C -1.91332 -0.66266 -2.17750  -0.069
38 C -2.86628 -1.73229 -2.23079  -0.156
39 C -2.88987 -2.92133 -1.53247  -0.038
40 C -3.76006 -3.91384 -1.96870  -0.085
41 C -4.59908 -3.73538 -3.07982  -0.074
42 C -4.61588 -2.51575 -3.77897  -0.004
43 C -3.71762 -1.55258 -3.35287  -0.167
44 N -3.29898 -0.38541 -3.99560  -0.101
45 C -3.88104 0.10753 -5.23450  -0.015
46 C -2.22566 0.15745 -3.30326  0.013
47 C 1.74310 -0.02161 -1.85268  -0.034
48 C 2.69268 0.94769 -2.11766  0.011
49 H 3.89509 4.87677 -3.54901  0.097
50 H 2.25371 4.39792 -4.12428  0.099
51 H 2.45619 4.98090 -2.45285  0.090
52 H 0.59549 3.64069 -2.51669  0.108
53 H -1.02317 1.90268 -1.94703  0.100
54 H -0.23170 -1.72236 -1.62963  0.130
55 H -2.29496 -3.03000 -0.64377  0.078
56 H -3.83343 -4.83560 -1.39515  0.102
57 H -5.20450 -4.56413 -3.44496  0.105
58 H -5.20873 -2.35143 -4.67865  0.105
59 H -4.81587 -0.43419 -5.43178  0.082
60 H -4.12631 1.18067 -5.21655  0.096
61 H -3.19266 -0.07078 -6.07495  0.100
62 H -1.87942 1.14177 -3.63584  0.123
63 H 2.09831 -1.02917 -1.62015  0.115
64 H 3.76722 0.74489 -2.19365  0.128

Atoms 1-6, force components in eV/Å:
C -0.181 -0.499 0.313
C 1.467 2.615 0.025
N -0.493 -2.125 0.102
C 0.372 0.027 -0.366
C -0.004 0.837 0.129
C 0.397 -0.187 -0.023

E (Eh): -1458.373736
Total charge: +1


| no. | gap between HOMO and LUMO (eV) | strongest force on any atom (eV/A) |
| --- | --- | --- |
| 1 | 9.36 | 0.82 |
| 2 | 4.45 | 4.31 |